Record 1
The following is a quantum chemistry calculation of a structure of composition C27H30AsCsN3O3P in a non-equilibrium geometry, from the OMol25 dataset.

LUMO energy in eV: -0.086
Highest occupied orbital energy in eV: -6.8
Energy above the lowest of the compared OMol25 structures with the same formula, charge and spin in kcal/mol: 49.6

ORCA input file:
```
! RIJCOSX wB97M-V def2-TZVPD def2/J DEFGRID3
* xyz 0 1
Cs 0.97 1.48 0.42
N -1.85 1.14 1.28
C -2.87 0.22 0.98
C -4.19 0.53 1.30
C -5.22 -0.34 0.96
C -4.94 -1.54 0.31
C -3.62 -1.84 0.00
C -2.57 -0.97 0.30
P -0.82 -1.34 -0.12
C -0.89 -3.07 -0.70
C -0.46 -4.05 0.18
C -0.50 -5.40 -0.19
C -0.97 -5.76 -1.44
C -1.40 -4.78 -2.33
C -1.36 -3.44 -1.96
C -0.63 -0.46 -1.74
C 0.54 -0.72 -2.46
C 0.75 -0.14 -3.71
C -0.19 0.74 -4.24
C -1.33 1.03 -3.51
C -1.55 0.44 -2.26
H -2.15 1.85 1.93
H -0.98 0.73 1.62
H -4.41 1.45 1.82
H -6.24 -0.08 1.22
H -5.73 -2.23 0.06
H -3.40 -2.78 -0.50
H -0.07 -3.78 1.15
H -0.16 -6.15 0.51
H -1.00 -6.80 -1.73
H -1.76 -5.05 -3.31
H -1.70 -2.68 -2.65
H 1.27 -1.42 -2.07
H 1.64 -0.39 -4.27
H -0.04 1.17 -5.22
H -2.07 1.72 -3.90
H -2.45 0.67 -1.71
O 3.65 1.74 3.12
N 2.63 1.39 2.52
N 1.87 0.48 3.09
O 0.70 0.15 2.45
C 2.11 -0.15 4.38
C 3.38 -0.34 4.93
C 3.48 -1.01 6.15
C 2.34 -1.47 6.81
C 1.09 -1.27 6.24
C 0.97 -0.61 5.02
H 4.25 0.03 4.43
H 4.46 -1.18 6.58
H 2.43 -1.98 7.76
H 0.20 -1.62 6.74
H 0.02 -0.47 4.53
C 0.83 4.52 -4.01
As 1.68 3.87 -2.43
C 3.15 2.82 -3.00
C 2.44 5.39 -1.57
O 0.66 3.02 -1.40
H 1.53 5.11 -4.61
H -0.01 5.13 -3.70
H 0.48 3.66 -4.57
H 3.81 3.39 -3.65
H 2.76 1.95 -3.53
H 3.71 2.49 -2.12
H 3.13 5.91 -2.24
H 2.98 5.06 -0.69
H 1.64 6.06 -1.27
*
```

Löwdin population analysis, charges in e, atoms 1 to 8: atom 1 (Cs): 1.56, atom 2 (N): 0.02, atom 3 (C): -0.33, atom 4 (C): -0.04, atom 5 (C): -0.09, atom 6 (C): -0.09, atom 7 (C): -0.08, atom 8 (C): -0.30

***

Record 2
The following is a quantum chemistry calculation of a structure of composition C27H30BBrCl2F4InN2O4P2 in a non-equilibrium geometry, from the OMol25 dataset.

LUMO energy in eV: -3.236
Highest occupied orbital energy in eV: -10.5
Energy above the lowest of the compared OMol25 structures with the same formula, charge and spin in kcal/mol: 70.8

ORCA input file:
```
! RIJCOSX wB97M-V def2-TZVPD def2/J DEFGRID3
* xyz 1 1
In -0.77 -0.53 0.54
C -3.15 -0.38 3.48
P -1.66 -1.36 2.88
C -2.34 -3.04 2.68
C -0.43 -1.44 4.29
C 1.00 -0.94 3.87
P 1.24 -1.38 2.15
C 2.86 -0.60 2.00
C 1.74 -3.13 2.14
H -3.00 0.08 4.49
H -4.21 -0.79 3.36
H -3.32 0.49 2.81
H -2.39 -3.42 3.69
H -1.79 -3.68 1.96
H -3.37 -2.97 2.25
H -0.41 -2.48 4.73
H -0.94 -0.81 5.03
H 1.82 -1.37 4.51
H 1.01 0.17 3.87
H 3.14 -0.59 0.95
H 3.69 -1.05 2.64
H 2.80 0.47 2.29
H 2.85 -3.12 1.87
H 1.19 -3.77 1.42
H 1.66 -3.53 3.19
C -1.14 -4.42 -1.94
O 0.03 -3.79 -1.32
C 0.84 -3.13 -2.22
C 1.71 -3.80 -3.10
C 2.66 -3.12 -3.90
Br 3.76 -4.12 -5.02
C 2.72 -1.72 -3.89
C 1.86 -1.02 -3.05
C 0.91 -1.65 -2.11
O 0.06 -1.02 -1.35
C 2.11 0.41 -2.95
N 1.32 1.31 -2.26
C 1.98 2.51 -2.30
C 1.66 3.79 -1.78
C 2.32 4.87 -2.37
C 3.51 4.69 -3.05
C 3.99 3.39 -3.40
C 3.30 2.36 -2.84
N 3.32 0.94 -3.25
H -1.91 -3.69 -1.81
H -1.34 -5.39 -1.43
H -1.03 -4.48 -2.98
H 1.64 -4.89 -3.26
H 3.39 -1.22 -4.54
H 0.35 1.17 -1.94
H 0.76 3.92 -1.15
H 2.01 5.87 -2.11
H 4.07 5.67 -3.23
H 4.91 3.24 -3.95
H 4.10 0.29 -3.41
Cl -3.28 6.72 0.57
C -3.04 5.06 0.90
C -2.68 4.65 2.18
C -2.13 3.42 2.44
Cl -2.03 2.81 4.01
C -1.81 2.52 1.34
O -1.05 1.47 1.53
C -2.34 2.87 0.06
C -2.11 2.07 -1.11
O -1.23 1.18 -1.07
C -2.95 4.13 -0.15
H -2.79 5.36 3.00
H -2.67 2.30 -2.02
H -3.27 4.52 -1.16
F -2.36 -2.07 -0.12
B -3.60 -1.33 -0.35
F -3.80 -1.32 -1.71
F -4.56 -2.09 0.29
F -3.37 -0.06 0.19
*
```

Löwdin population analysis, charges in e, atoms 1 to 8: atom 1 (In): 0.81, atom 2 (C): -0.23, atom 3 (P): 0.86, atom 4 (C): -0.24, atom 5 (C): -0.33, atom 6 (C): -0.38, atom 7 (P): 0.78, atom 8 (C): -0.28

***

Record 3
The following is a quantum chemistry calculation of a cluster of 3 separate species, C27H30BF5N2O16S2 in total in a non-equilibrium geometry, from the OMol25 dataset.

LUMO energy in eV: -1.716
SMILES string: C#CC[C@@]1(S(C)(=O)=O)[C@@H](B(N)O)NC(=O)[C@@]1(COCCOCC)S(=O)(=O)C(F)(F)C(F)(F)F.O=C1C=C(O)C(=O)C=C1O.O=C1C=C(O)C(=O)C=C1O
Highest occupied orbital energy in eV: -9.1
Energy above the lowest of the compared OMol25 structures with the same formula, charge and spin in kcal/mol: 0.0

ORCA input file:
```
! RIJCOSX wB97M-V def2-TZVPD def2/J DEFGRID3
* xyz 0 1
C 4.64 -3.96 2.37
C 3.73 -3.35 1.61
C 2.55 -2.68 0.76
C 1.64 -1.60 1.53
S 1.37 -2.26 3.25
C 2.72 -1.98 4.47
O 0.12 -1.53 3.79
O 1.04 -3.77 3.26
C 2.20 -0.11 1.83
B 3.80 0.20 1.87
N 4.25 1.30 2.82
O 4.83 -0.43 1.06
N 1.38 0.96 1.11
C 0.16 0.24 0.69
O -0.82 1.00 0.45
C 0.32 -1.40 0.57
C -0.99 -2.32 0.86
O -2.26 -1.56 0.77
C -3.24 -2.28 -0.02
C -4.43 -1.19 -0.35
O -5.17 -0.77 0.82
C -4.78 0.55 1.28
C -3.95 0.57 2.67
S 0.48 -1.58 -1.28
O 0.67 -3.02 -1.76
O -0.87 -1.16 -1.87
C 1.75 -0.54 -2.12
F 2.84 -0.05 -1.32
F 2.37 -1.37 -3.16
C 1.16 0.75 -2.94
F 0.56 1.73 -2.10
F 0.36 0.38 -4.08
F 2.34 1.40 -3.51
H 5.13 -4.56 3.23
H 3.02 -2.33 -0.23
H 1.84 -3.56 0.47
H 3.79 -1.95 4.02
H 2.62 -2.73 5.34
H 2.56 -0.92 4.94
H 1.89 0.14 2.93
H 3.50 2.03 2.84
H 5.04 1.76 2.35
H 4.90 -0.05 0.16
H 1.89 1.52 0.41
H -1.12 -3.18 0.09
H -1.01 -2.82 1.89
H -3.71 -3.18 0.53
H -2.86 -2.62 -1.06
H -5.12 -1.75 -1.11
H -3.92 -0.35 -0.95
H -4.22 1.20 0.52
H -5.78 1.12 1.50
H -4.72 0.78 3.51
H -3.20 1.46 2.74
H -3.37 -0.39 2.89
O 5.05 -1.83 -8.92
C 5.32 -1.87 -7.73
C 6.09 -2.97 -7.13
C 6.35 -2.99 -5.82
O 7.07 -4.01 -5.26
C 5.87 -1.90 -4.92
O 6.11 -1.96 -3.73
C 5.12 -0.80 -5.52
C 4.86 -0.78 -6.83
O 4.16 0.25 -7.40
H 6.43 -3.75 -7.80
H 7.12 -3.79 -4.31
H 4.79 -0.01 -4.86
H 4.11 0.03 -8.35
O -5.90 3.41 1.38
C -6.34 4.35 2.02
C -6.28 4.40 3.49
C -6.80 5.44 4.16
O -6.75 5.50 5.52
C -7.45 6.58 3.44
O -7.92 7.50 4.08
C -7.48 6.54 1.98
C -6.97 5.50 1.31
O -6.99 5.46 -0.06
H -5.81 3.57 3.99
H -7.18 6.34 5.76
H -7.94 7.38 1.47
H -6.56 4.61 -0.30
*
```

Löwdin population analysis, charges in e, atoms 1 to 8: atom 1 (C): 0.09, atom 2 (C): -0.09, atom 3 (C): -0.15, atom 4 (C): -0.32, atom 5 (S): 0.78, atom 6 (C): -0.14, atom 7 (O): -0.37, atom 8 (O): -0.37

***

Record 4
The following is a quantum chemistry calculation of a structure of composition C27H30N2OPdS2, from the OMol25 dataset.

LUMO energy in eV: 4.161
Highest occupied orbital energy in eV: -0.2
Energy above the lowest of the compared OMol25 structures with the same formula, charge and spin in kcal/mol: 0.0

ORCA input file:
```
! RIJCOSX wB97M-V def2-TZVPD def2/J DEFGRID3
* xyz -2 1
Pd -0.91 0.52 -0.09
C -4.02 1.31 2.30
C -3.63 -0.13 1.95
C -2.79 -0.81 3.00
C -3.37 -1.76 3.84
C -2.63 -2.42 4.81
C -1.28 -2.13 4.95
C -0.67 -1.17 4.14
C 0.82 -0.97 4.22
C 1.53 -1.67 3.06
C -1.44 -0.49 3.17
N -0.80 0.44 2.34
C -0.44 1.56 2.87
C 0.42 2.52 2.26
C 0.82 3.75 2.82
C 1.70 4.32 1.90
C 1.77 3.39 0.83
N 1.01 2.31 1.05
H -4.63 1.73 1.50
H -3.13 1.93 2.39
H -4.57 1.36 3.24
H -3.07 -0.10 1.01
H -4.53 -0.72 1.78
H -4.42 -1.99 3.71
H -3.10 -3.17 5.45
H -0.68 -2.65 5.69
H 1.17 -1.37 5.18
H 1.08 0.09 4.20
H 1.32 -2.74 3.06
H 2.62 -1.53 3.12
H 1.18 -1.26 2.11
H -0.77 1.80 3.89
H 0.50 4.15 3.77
H 2.21 5.27 1.97
H 2.35 3.48 -0.08
C -5.00 2.89 -7.69
C -6.45 2.52 -7.89
O -7.06 2.82 -8.89
S -7.31 1.63 -6.61
C -6.12 1.36 -5.34
C -5.34 0.20 -5.33
C -4.38 0.01 -4.37
C -4.14 0.96 -3.34
C -4.96 2.12 -3.36
C -5.93 2.31 -4.33
C -3.14 0.78 -2.37
C -2.24 0.65 -1.52
H -4.50 2.83 -8.66
H -4.49 2.28 -6.95
H -4.97 3.93 -7.36
H -5.49 -0.54 -6.11
H -3.77 -0.89 -4.37
H -4.81 2.86 -2.59
H -6.53 3.21 -4.32
C 1.98 -3.32 -1.11
S 0.82 -1.97 -0.73
C 2.08 -0.76 -0.28
H 2.66 -3.03 -1.92
H 1.39 -4.18 -1.45
H 2.56 -3.61 -0.24
H 2.77 -1.19 0.46
H 1.64 0.14 0.15
H 2.65 -0.45 -1.17
*
```

Löwdin population analysis, charges in e, atoms 1 to 8: atom 1 (Pd): 0.25, atom 2 (C): -0.10, atom 3 (C): -0.22, atom 4 (C): -0.17, atom 5 (C): -0.07, atom 6 (C): -0.12, atom 7 (C): -0.08, atom 8 (C): -0.18

***

Record 5
The following is a quantum chemistry calculation of the ion C27H30N3O6 with charge +1 in a non-equilibrium geometry, from the OMol25 dataset.

LUMO energy in eV: -3.500
SMILES string: COC(=O)C1=C(C)NC(C)=C(C(=O)O[C@H]2CC[N@H+](Cc3ccccc3)C2)[C@H]1c1cccc([N+](=O)[O-])c1
Highest occupied orbital energy in eV: -10.7

ORCA input file:
```
! RIJCOSX wB97M-V def2-TZVPD def2/J DEFGRID3
* xyz 1 1
C 4.18 2.38 1.92
O 2.93 1.78 2.19
C 2.57 1.75 3.49
O 3.28 2.22 4.36
C 1.26 1.12 3.68
C 0.66 0.99 4.88
C 1.21 1.43 6.20
N -0.57 0.38 4.97
C -1.19 -0.26 3.94
C -2.42 -1.02 4.29
C -0.65 -0.20 2.69
C -1.24 -0.93 1.60
O -2.25 -1.59 1.61
O -0.51 -0.81 0.43
C -1.02 -1.53 -0.67
C -2.14 -0.75 -1.40
C -1.71 -0.76 -2.87
N -0.23 -0.72 -2.79
C 0.48 -0.94 -4.08
C 0.18 -2.27 -4.71
C 0.97 -3.37 -4.44
C 0.69 -4.60 -5.02
C -0.39 -4.73 -5.88
C -1.17 -3.62 -6.17
C -0.89 -2.40 -5.59
C 0.09 -1.69 -1.72
C 0.57 0.66 2.41
C 0.14 1.86 1.59
C -0.55 2.91 2.17
C -0.97 4.00 1.42
C -0.73 4.04 0.06
C -0.05 2.98 -0.53
N 0.14 2.97 -1.94
O 0.00 3.98 -2.57
O 0.43 1.88 -2.46
C 0.40 1.90 0.23
H 4.18 3.42 2.24
H 4.98 1.85 2.44
H 4.32 2.32 0.84
H 1.41 0.56 6.82
H 2.13 1.99 6.07
H 0.48 2.05 6.71
H -0.97 0.29 5.90
H -2.29 -2.08 4.05
H -2.66 -0.92 5.34
H -3.26 -0.68 3.69
H -1.38 -2.50 -0.31
H -3.11 -1.21 -1.25
H -2.17 0.26 -1.01
H -2.09 0.10 -3.43
H -2.01 -1.68 -3.36
H 0.03 0.24 -2.47
H 0.19 -0.12 -4.75
H 1.55 -0.85 -3.88
H 1.83 -3.28 -3.79
H 1.32 -5.45 -4.81
H -0.61 -5.68 -6.34
H -2.00 -3.72 -6.86
H -1.50 -1.54 -5.84
H 1.07 -1.49 -1.29
H 0.08 -2.69 -2.15
H 1.28 0.08 1.81
H -0.76 2.88 3.23
H -1.49 4.81 1.90
H -1.07 4.87 -0.55
H 0.98 1.12 -0.24
*
```

Löwdin population analysis, charges in e, atoms 1 to 8: atom 1 (C): -0.03, atom 2 (O): -0.05, atom 3 (C): -0.43, atom 4 (O): 0.11, atom 5 (C): -0.03, atom 6 (C): -0.21, atom 7 (C): 0.01, atom 8 (N): 0.12

***

Record 6
The following is a quantum chemistry calculation of the molecule C27H30N4O4, from the OMol25 dataset.

LUMO energy in eV: 0.424
SMILES string: COc1ccccc1N1CCN(C(=O)C(=O)c2cn(CC(=O)N3CCCC3)c3ccccc23)CC1
Highest occupied orbital energy in eV: -7.6
Energy above the lowest of the compared OMol25 structures with the same formula, charge and spin in kcal/mol: 48.4

ORCA input file:
```
! RIJCOSX wB97M-V def2-TZVPD def2/J DEFGRID3
* xyz 0 1
C 2.26 -1.68 2.42
O 1.61 -2.27 1.32
C 0.24 -2.21 1.24
C -0.52 -1.49 2.14
C -1.90 -1.41 2.03
C -2.53 -2.07 1.00
C -1.79 -2.81 0.09
C -0.40 -2.90 0.18
N 0.26 -3.69 -0.75
C 1.61 -4.18 -0.60
C 2.61 -3.24 -1.31
N 1.92 -2.57 -2.39
C 1.72 -1.24 -2.48
O 0.96 -0.74 -3.30
C 2.50 -0.37 -1.49
O 3.72 -0.36 -1.45
C 1.63 0.39 -0.63
C 0.25 0.44 -0.68
N -0.23 1.20 0.32
C -1.61 1.52 0.53
C -1.92 2.96 0.08
O -1.07 3.73 -0.30
N -3.22 3.30 0.16
C -4.33 2.45 0.54
C -5.54 3.39 0.55
C -5.17 4.42 -0.51
C -3.67 4.61 -0.28
C 0.82 1.70 1.06
C 0.83 2.51 2.18
C 2.06 2.84 2.72
C 3.25 2.37 2.16
C 3.24 1.56 1.05
C 2.02 1.21 0.49
C 1.00 -3.45 -3.08
C -0.19 -3.73 -2.13
H 3.32 -1.89 2.27
H 1.93 -2.12 3.36
H 2.12 -0.60 2.44
H -0.04 -0.96 2.95
H -2.47 -0.85 2.76
H -3.61 -2.04 0.89
H -2.30 -3.35 -0.68
H 1.86 -4.28 0.45
H 1.64 -5.17 -1.06
H 3.45 -3.82 -1.72
H 3.01 -2.51 -0.61
H -0.41 -0.03 -1.38
H -2.23 0.81 -0.03
H -1.85 1.42 1.60
H -4.16 1.98 1.52
H -4.47 1.65 -0.20
H -6.47 2.87 0.33
H -5.63 3.87 1.53
H -5.72 5.35 -0.40
H -5.35 4.02 -1.51
H -3.12 4.91 -1.17
H -3.48 5.35 0.51
H -0.08 2.90 2.61
H 2.10 3.47 3.60
H 4.19 2.65 2.62
H 4.16 1.19 0.61
H 1.52 -4.36 -3.36
H 0.65 -2.94 -3.98
H -0.95 -2.97 -2.28
H -0.63 -4.71 -2.36
*
```

Löwdin population analysis, charges in e, atoms 1 to 8: atom 1 (C): -0.06, atom 2 (O): -0.12, atom 3 (C): -0.20, atom 4 (C): -0.03, atom 5 (C): -0.12, atom 6 (C): -0.11, atom 7 (C): -0.03, atom 8 (C): -0.15

***

Record 7
The following is a quantum chemistry calculation of the molecule C27H30N4O4S in a non-equilibrium geometry, from the OMol25 dataset.

LUMO energy in eV: -0.419
SMILES string: CCN(CC)CCOC(=O)c1ccc(N/C=C(/C#N)c2nc(-c3ccc(OC)c(OC)c3)cs2)cc1
Highest occupied orbital energy in eV: -7.7
Energy above the lowest of the compared OMol25 structures with the same formula, charge and spin in kcal/mol: 4.5

ORCA input file:
```
! RIJCOSX wB97M-V def2-TZVPD def2/J DEFGRID3
* xyz 0 1
C -4.45 -0.26 1.76
C -4.96 -1.27 0.73
N -6.25 -1.01 0.12
C -7.32 -0.73 1.07
C -8.69 -1.11 0.51
C -6.26 -0.25 -1.10
C -5.88 1.24 -1.03
O -4.46 1.35 -1.05
C -3.93 2.46 -0.53
O -4.58 3.39 -0.11
C -2.45 2.41 -0.49
C -1.75 1.26 -0.85
C -0.38 1.23 -0.75
C 0.33 2.34 -0.28
N 1.70 2.21 -0.16
C 2.63 3.15 0.09
C 3.95 2.82 0.22
C 4.90 3.84 0.43
N 5.68 4.66 0.61
C 4.42 1.46 0.14
N 3.63 0.44 0.02
C 4.29 -0.75 -0.04
C 3.54 -1.99 -0.16
C 4.10 -3.14 -0.70
C 3.34 -4.29 -0.79
C 2.01 -4.34 -0.36
O 1.42 -5.55 -0.54
C 0.11 -5.81 -0.10
C 1.44 -3.17 0.19
O 0.14 -3.23 0.61
C -0.41 -2.12 1.30
C 2.21 -2.02 0.27
C 5.65 -0.62 0.03
S 6.12 1.03 0.19
C -0.37 3.50 0.07
C -1.75 3.52 -0.03
H -3.45 -0.55 2.09
H -4.39 0.74 1.35
H -5.10 -0.24 2.64
H -5.03 -2.25 1.22
H -4.24 -1.36 -0.08
H -7.13 -1.34 1.95
H -7.34 0.33 1.39
H -9.03 -0.41 -0.25
H -8.65 -2.10 0.08
H -9.42 -1.10 1.32
H -7.26 -0.32 -1.53
H -5.57 -0.73 -1.80
H -6.27 1.72 -0.12
H -6.28 1.77 -1.90
H -2.29 0.40 -1.21
H 0.18 0.35 -1.04
H 2.10 1.27 -0.26
H 2.32 4.18 0.16
H 5.12 -3.14 -1.05
H 3.75 -5.19 -1.21
H -0.07 -6.85 -0.37
H -0.62 -5.18 -0.61
H 0.01 -5.69 0.98
H -1.40 -2.45 1.62
H 0.19 -1.86 2.18
H -0.51 -1.25 0.66
H 1.80 -1.12 0.69
H 6.40 -1.38 0.03
H 0.15 4.37 0.44
H -2.30 4.41 0.24
*
```

Löwdin population analysis, charges in e, atoms 1 to 8: atom 1 (C): -0.06, atom 2 (C): -0.24, atom 3 (N): -0.20, atom 4 (C): -0.26, atom 5 (C): -0.09, atom 6 (C): -0.16, atom 7 (C): -0.13, atom 8 (O): -0.03